[1]
DFT (ωB97M-V/def2-TZVPD) results for a 8-piece molecular cluster, C24H48O8 overall.

Each line ends with the Löwdin spin population.
Element x y z (Å)
C1 3.101 0.007 -3.318  0.000
C2 4.594 0.161 -3.296  0.000
O1 5.148 1.087 -2.685  0.000
C3 5.402 -0.964 -3.985  0.000
H1 2.788 0.973 -2.922  0.000
H2 2.747 -0.846 -2.739  0.000
H3 2.604 -0.068 -4.286  0.000
H4 5.118 -1.053 -5.034  0.000
H5 5.197 -1.868 -3.412  0.000
H6 6.465 -0.738 -3.900  0.000
C4 0.694 -1.853 3.317  0.012
C5 0.507 -0.472 3.886  0.012
O2 1.060 0.462 3.345  0.110
C6 -0.233 -0.237 5.177  0.010
H7 1.018 -1.821 2.277  0.000
H8 -0.301 -2.296 3.269  0.001
H9 1.370 -2.517 3.856  0.000
H10 -1.274 -0.365 4.881  0.000
H11 -0.138 0.804 5.487  0.000
H12 0.203 -0.853 5.963  0.000
C7 0.069 6.497 -2.185  0.000
C8 -0.467 5.300 -1.435  0.000
O3 -1.623 5.242 -1.050  0.000
C9 0.300 4.038 -1.308  0.000
H13 0.821 6.074 -2.851  0.000
H14 0.708 7.133 -1.573  0.000
H15 -0.716 7.035 -2.718  0.000
H16 -0.278 3.136 -1.106  0.000
H17 1.105 4.081 -0.575  0.000
H18 0.853 3.805 -2.218  0.000
C10 1.073 0.652 -0.232  0.002
C11 -0.056 -0.376 -0.054  0.000
O4 0.185 -1.568 0.000  0.001
C12 -1.503 0.120 0.054  0.000
H19 2.056 0.225 -0.432  0.000
H20 1.206 1.172 0.717  0.001
H21 0.907 1.397 -1.010  0.000
H22 -2.149 -0.495 0.680  0.000
H23 -1.979 0.246 -0.918  0.000
H24 -1.523 1.092 0.548  0.000
C13 -0.788 3.330 2.822  0.077
C14 0.386 4.202 2.396  0.095
O5 1.455 3.702 2.181  0.592
C15 0.128 5.641 2.046  0.077
H25 -1.168 2.699 2.018  0.000
H26 -1.588 3.972 3.191  0.005
H27 -0.607 2.656 3.660  0.000
H28 -0.726 5.784 1.383  0.003
H29 0.994 6.026 1.508  -0.001
H30 -0.122 6.108 2.998  0.003
C16 -2.622 -6.357 -1.668  0.000
C17 -2.233 -4.858 -1.486  0.000
O6 -3.068 -3.978 -1.444  0.000
C18 -0.798 -4.534 -1.309  0.000
H31 -1.948 -6.981 -1.081  0.000
H32 -2.566 -6.707 -2.699  0.000
H33 -3.662 -6.562 -1.414  0.000
H34 -0.482 -4.726 -0.283  0.000
H35 -0.638 -3.472 -1.499  0.000
H36 -0.209 -5.172 -1.967  0.000
C19 2.746 -3.450 0.165  0.000
C20 4.140 -3.404 -0.370  0.000
O7 4.432 -2.356 -0.947  0.000
C21 5.183 -4.497 -0.170  0.000
H37 2.508 -2.686 0.905  0.000
H38 2.536 -4.436 0.580  0.000
H39 2.150 -3.366 -0.744  0.000
H40 5.629 -4.463 0.824  0.000
H41 5.996 -4.475 -0.895  0.000
H42 4.709 -5.474 -0.270  0.000
C22 -7.198 1.518 0.779  0.000
C23 -6.822 0.278 -0.026  0.000
O8 -7.609 -0.201 -0.827  0.000
C24 -5.457 -0.280 0.138  0.000
H43 -6.623 2.378 0.438  0.000
H44 -7.242 1.403 1.862  0.000
H45 -8.230 1.649 0.451  0.000
H46 -4.785 0.006 -0.671  0.000
H47 -5.751 -1.328 0.096  0.000
H48 -5.109 0.062 1.113  0.000

Computed properties:
Net charge: +1
Largest force on an atom, hartree/bohr: 0.0528
Kohn-Sham gap (alpha / beta), eV: 6.65 / 2.26
Expectation value of S²: 0.76
Energy above the lowest of the compared OMol25 structures with the same formula, charge and spin, eV: 0.684
2S+1: 2

---

[2]
DFT (ωB97M-V/def2-TZVPD) results for one molecule with the formula C5H10N2O.

Each line ends with the natural charge from an NBO analysis.
Element x y z (Å)
C1 -0.307 2.407 0.076  -0.701
C2 0.783 1.383 0.146  0.087
N1 0.739 0.232 0.767  -0.427
C3 -0.399 -0.538 0.899  0.002
N2 -0.219 -1.799 1.525  -0.844
C4 -0.430 -0.500 -0.905  0.644
C5 0.444 -1.558 -1.489  -0.740
O1 -1.362 0.077 -1.382  -0.556
H1 -1.037 2.269 0.876  0.221
H2 0.104 3.413 0.149  0.224
H3 -0.854 2.320 -0.868  0.248
H4 1.794 1.731 -0.044  0.179
H5 -1.349 -0.056 1.147  0.184
H6 0.750 -2.091 1.519  0.374
H7 -0.582 -1.815 2.469  0.373
H8 1.456 -1.461 -1.109  0.246
H9 0.049 -2.533 -1.199  0.258
H10 0.420 -1.481 -2.576  0.231

Computed properties:
Largest force on an atom, hartree/bohr: 0.0996
Kohn-Sham gap, eV: 8.85
Energy above the lowest of the compared OMol25 structures with the same formula, charge and spin, eV: 2.676
SMILES string: C/C=N\[C@H](N)C(C)=O
2S+1: 1

---

[3]
DFT (ωB97M-V/def2-TZVPD) results for one molecule with the formula C2H2O2S2.

Each line ends with the natural charge from an NBO analysis.
Element x y z (Å)
C1 -2.052 -0.466 -0.788  -0.287
C2 -0.966 -0.608 -0.382  0.253
O1 0.163 -0.844 0.201  -0.650
S1 1.173 0.412 0.398  1.599
O2 0.730 1.479 -0.446  -0.879
S2 3.028 -0.209 0.453  -0.372
H1 -3.057 -0.647 -1.278  0.262
H2 0.980 0.884 1.841  0.073

Computed properties:
Largest force on an atom, hartree/bohr: 0.1085
Kohn-Sham gap, eV: 9.83
Energy above the lowest of the compared OMol25 structures with the same formula, charge and spin, eV: 4.869
SMILES string: C#CO[S@H](=O)=S
2S+1: 1

---

[4]
DFT (ωB97M-V/def2-TZVPD) results for a 6-piece molecular cluster, C4H18NO7 overall.

Each line ends with the natural charge from an NBO analysis.
Element x y z (Å)
C1 1.724 1.140 -0.284  -0.734
C2 0.772 2.094 -0.913  0.673
N1 -0.478 1.666 -1.320  -0.606
C3 -1.061 0.383 -1.498  -0.199
C4 -1.566 -0.427 -0.201  -0.103
O1 -0.474 -0.912 0.420  -0.450
O2 1.081 3.256 -1.065  -0.567
H1 2.549 1.622 0.232  0.265
H2 2.227 0.550 -1.062  0.246
H3 1.220 0.440 0.382  0.228
H4 -1.071 2.441 -1.585  0.422
H5 -1.903 0.448 -2.177  0.247
H6 -0.333 -0.274 -1.981  0.229
H7 -2.169 0.103 0.520  0.182
H8 -2.184 -1.269 -0.556  0.220
H9 -0.388 -0.084 2.294  0.470
H10 -1.351 -0.609 3.319  0.467
O3 -0.826 0.167 3.116  -0.939
H11 -1.629 2.499 0.733  0.469
H12 -2.633 1.515 1.277  0.462
O4 -2.576 2.355 0.817  -0.925
H13 1.109 -2.631 -1.330  0.486
H14 1.992 -1.517 -0.906  0.436
O5 2.007 -2.249 -1.534  -0.962
H15 -0.309 -2.383 -0.163  0.469
H16 0.273 -3.716 0.309  0.490
O6 -0.153 -3.323 -0.461  -0.965
H17 0.749 -1.735 1.360  0.468
H18 2.163 -2.283 1.140  0.473
O7 1.479 -2.184 1.814  -0.950

Computed properties:
Largest force on an atom, hartree/bohr: 0.0251
Kohn-Sham gap (alpha / beta), eV: 10.97 / 6.63
Expectation value of S²: 0.76
Energy above the lowest of the compared OMol25 structures with the same formula, charge and spin, eV: 0.129
2S+1: 2

---

[5]
DFT (ωB97M-V/def2-TZVPD) results for C23H39CaF2N12O2S as an isolated structure.

Each line ends with the Löwdin charge.
Element x y z (Å)
Ca1 -0.198 0.146 0.059  1.279
C1 -1.479 2.940 2.008  -0.173
C2 -2.645 1.967 1.893  -0.212
N1 -2.459 0.877 0.914  -0.136
C3 -3.282 1.005 -0.304  -0.201
C4 -2.663 1.930 -1.333  -0.205
N2 -1.372 1.433 -1.817  -0.146
C5 -0.769 2.288 -2.850  -0.208
C6 -0.393 3.688 -2.375  -0.168
C7 0.868 3.824 -1.532  -0.214
N3 0.923 2.890 -0.405  -0.090
C8 1.716 3.358 0.716  -0.229
C9 1.911 2.278 1.770  -0.221
N4 0.665 1.584 2.113  -0.128
C10 -0.293 2.453 2.833  -0.221
H1 -1.862 3.846 2.488  0.119
H2 -1.138 3.233 1.012  0.087
H3 -3.552 2.522 1.628  0.118
H4 -2.834 1.506 2.866  0.094
H5 -2.732 0.010 1.366  0.052
H6 -4.275 1.394 -0.047  0.124
H7 -3.414 0.007 -0.726  0.110
H8 -2.508 2.912 -0.885  0.103
H9 -3.372 2.066 -2.164  0.132
H10 -1.513 0.519 -2.248  0.084
H11 -1.453 2.378 -3.705  0.123
H12 0.116 1.765 -3.221  0.093
H13 -1.228 4.128 -1.829  0.102
H14 -0.268 4.313 -3.263  0.119
H15 0.899 4.838 -1.127  0.121
H16 1.767 3.729 -2.163  0.116
H17 1.350 2.040 -0.764  0.049
H18 1.189 4.211 1.157  0.120
H19 2.706 3.739 0.417  0.118
H20 2.361 2.744 2.659  0.123
H21 2.611 1.519 1.410  0.089
H22 0.897 0.813 2.732  0.068
H23 0.252 3.317 3.229  0.116
H24 -0.656 1.899 3.703  0.072
F1 -4.425 -3.747 0.474  0.063
C11 -3.421 -3.343 -0.331  -0.277
C12 -2.502 -2.426 0.141  -0.128
C13 -1.430 -1.980 -0.643  -0.146
C14 -1.342 -2.534 -1.931  -0.177
C15 -2.306 -3.432 -2.385  -0.225
F2 -2.248 -3.911 -3.651  0.059
C16 -3.364 -3.861 -1.611  0.066
C17 -0.145 -2.217 -2.751  -0.216
C18 0.467 -3.191 -3.551  0.003
C19 1.611 -2.891 -4.258  -0.049
C20 2.127 -1.603 -4.174  -0.069
C21 1.467 -0.707 -3.357  -0.176
N5 0.378 -0.986 -2.643  0.085
H25 -2.677 -2.039 1.142  0.070
H26 -4.097 -4.554 -1.993  0.133
H27 0.033 -4.178 -3.597  0.118
H28 2.088 -3.642 -4.873  0.113
H29 2.998 -1.291 -4.734  0.102
H30 1.816 0.319 -3.296  0.078
N6 3.483 1.061 -1.186  0.059
N7 4.030 -0.211 -1.046  -0.013
C22 3.403 -1.208 -0.372  -0.387
N8 4.091 -2.345 -0.286  0.211
N9 2.204 -0.922 0.141  0.112
N10 1.629 -1.924 0.944  -0.398
O1 0.620 -1.529 1.498  -0.132
O2 2.056 -3.055 1.066  0.078
H31 3.393 1.275 -2.171  0.084
H32 4.088 1.742 -0.744  0.104
H33 4.914 -0.410 -1.484  0.152
H34 5.010 -2.406 -0.688  0.125
H35 3.672 -3.151 0.146  0.096
N11 -0.462 -2.752 5.345  0.088
C23 -0.966 -2.391 4.152  -0.926
N12 -1.187 -3.360 3.263  0.122
S1 -1.277 -0.759 3.823  0.646
H36 -0.381 -3.715 5.625  0.108
H37 -0.386 -2.040 6.048  0.089
H38 -0.961 -4.323 3.449  0.118
H39 -1.471 -3.112 2.330  0.056

Computed properties:
Net charge: +1
Largest force on an atom, hartree/bohr: 0.0229
Kohn-Sham gap, eV: 7.45
Energy above the lowest of the compared OMol25 structures with the same formula, charge and spin, eV: 0.400
2S+1: 1

---

[6]
DFT (ωB97M-V/def2-TZVPD) results for one molecule with the formula C3H5F3S.

Each line ends with the natural charge from an NBO analysis.
Element x y z (Å)
C1 -0.612 0.384 0.794  -0.643
C2 -0.461 -0.879 -0.088  0.155
F1 -1.340 -1.949 0.337  -0.359
C3 0.961 -1.377 -0.370  0.546
F2 0.997 -2.556 -1.020  -0.315
F3 1.548 -1.428 0.836  -0.335
S1 1.781 -0.119 -1.386  -0.088
H1 0.102 0.517 1.614  0.232
H2 -1.531 0.290 1.217  0.233
H3 -0.579 1.251 0.145  0.227
H4 -0.781 -0.616 -1.157  0.176
H5 3.120 -0.546 -1.436  0.172

Computed properties:
Largest force on an atom, hartree/bohr: 0.0601
Kohn-Sham gap, eV: 10.77
Energy above the lowest of the compared OMol25 structures with the same formula, charge and spin, eV: 0.398
SMILES string: C[C@H](F)C(F)(F)S
2S+1: 1

---

[7]
DFT (ωB97M-V/def2-TZVPD) results for C3HO3Sr as an isolated structure.

Each line ends with the natural charge from an NBO analysis.
Element x y z (Å)
O1 2.183 1.576 1.671  -0.426
C1 1.410 1.022 0.994  0.623
C2 0.629 0.404 0.126  -0.742
O2 -0.560 -0.178 0.641  -0.498
C3 -1.362 -0.756 -0.240  0.583
O3 -1.946 -0.139 -1.095  -0.548
Sr1 1.605 -0.214 -2.004  1.836
H1 -1.959 -1.716 -0.093  0.174

Computed properties:
Net charge: +1
Largest force on an atom, hartree/bohr: 0.0785
Kohn-Sham gap, eV: 6.00
2S+1: 1